A structure of composition C26H22ClMoO2P. Source: the Open Molecules 2025 dataset; level of theory: ωB97M-V/def2-TZVPD.

Summary:
2S+1: 3
molecular weight: 528.83 g/mol
LUMO level (alpha / beta): -0.28878 / -0.40162 Ha
electronic energy: -55062.3911 eV
total charge: +2
HOMO (alpha / beta): -14.47 / -14.44 eV
HOMO-LUMO gap (alpha / beta): 6.62 / 3.51 eV

The geometry in XYZ format:
```
53
C26H22ClMoO2P, DFT ωB97M-V/def2-TZVPD
Cl -0.464 -0.426 -4.770
C -1.885 1.935 -1.514
C -2.569 1.082 -0.584
C -3.336 0.135 -1.328
H -2.587 1.199 0.492
C -3.177 0.415 -2.736
C -2.273 1.539 -2.838
H -2.015 2.035 -3.768
H -1.259 2.777 -1.250
H -3.971 -0.650 -0.934
C -3.888 -0.263 -3.858
Mo -1.231 -0.130 -1.850
C -1.442 -2.154 -1.737
O -1.516 -3.315 -1.614
C 0.610 -0.302 -3.266
O 1.798 -0.367 -3.323
H -3.965 -1.342 -3.685
H -3.358 -0.113 -4.801
H -4.895 0.159 -3.983
C 2.815 -3.663 2.093
C 1.451 -3.825 1.826
C 0.753 -2.843 1.120
C 1.386 -1.633 0.767
C 2.754 -1.484 1.050
C 3.472 -2.512 1.665
P 0.318 -0.276 0.160
C -0.435 0.124 1.791
C -1.697 -0.406 2.129
C -2.289 -0.090 3.354
C -1.576 0.661 4.295
C -0.281 1.097 4.011
C 0.289 0.822 2.765
C 1.525 1.068 -0.117
C 1.307 2.392 0.299
C 2.280 3.366 0.037
C 3.383 3.073 -0.767
C 3.530 1.792 -1.302
C 2.647 0.792 -0.912
H 3.366 -4.426 2.641
H 0.932 -4.716 2.181
H -0.298 -3.011 0.878
H 3.296 -0.569 0.819
H 4.542 -2.376 1.828
H -2.237 -1.049 1.430
H -3.302 -0.439 3.574
H -2.027 0.888 5.261
H 0.297 1.652 4.752
H 1.302 1.164 2.558
H 0.428 2.662 0.888
H 2.162 4.368 0.457
H 4.120 3.844 -0.991
H 4.326 1.573 -2.015
H 2.882 -0.236 -1.179
```

***

A structure of composition C17H10BrClNO4S2Tl. Source: the Open Molecules 2025 dataset; level of theory: ωB97M-V/def2-TZVPD.

Summary:
molecular weight: 676.14 g/mol
ΔE to the lowest compared entry with this formula, charge and spin: 51.4 kcal per mole
LUMO level: 0.16150 Ha
electronic energy: -136393.1714 eV
total charge: -2
HOMO: -1.94 eV
HOMO-LUMO gap: 6.34 eV

The geometry in XYZ format:
```
37
C17H10BrClNO4S2Tl, DFT ωB97M-V/def2-TZVPD
Tl -0.627 1.772 -3.099
Br -2.641 3.932 -2.996
C -3.157 -2.330 0.716
C -3.788 -3.458 1.204
C -3.435 -4.788 0.904
C -2.350 -5.326 0.253
C -1.184 -4.586 -0.214
C 0.122 -5.210 0.241
C 1.155 -4.697 0.906
C 1.439 -3.479 1.666
C 0.982 -2.335 2.126
C -2.606 -1.295 0.315
H -4.638 -3.297 1.857
H -4.123 -5.523 1.319
H -2.266 -6.404 0.172
H 0.217 -6.257 -0.037
H 1.990 -5.379 1.032
H 2.389 -3.539 2.208
S 2.844 1.508 -3.505
C 2.505 2.764 -2.422
N 1.336 3.309 -2.166
C 1.414 4.364 -1.279
C 0.333 5.132 -0.849
C 0.561 6.165 0.045
C 1.843 6.445 0.521
C 2.925 5.684 0.103
C 2.703 4.650 -0.795
S 3.827 3.535 -1.509
H -0.661 4.904 -1.216
H -0.278 6.761 0.385
H 1.996 7.256 1.224
H 3.923 5.890 0.471
O -0.499 -0.690 -0.972
Cl -0.943 -0.881 0.408
O -1.159 -3.605 -0.929
O 0.800 -1.369 2.730
O -0.949 0.377 1.182
```

***

A cluster of 2 separate species, C6H17NO in total. Source: the Open Molecules 2025 dataset; level of theory: ωB97M-V/def2-TZVPD.

Summary:
molecular weight: 119.21 g/mol
ΔE to the lowest compared entry with this formula, charge and spin: 44.1 kcal per mole
SMILES: CCCNCCC.O
LUMO level: 0.02324 Ha
electronic energy: -10033.6711 eV
HOMO: -8.10 eV
HOMO-LUMO gap: 8.73 eV

The geometry in XYZ format:
```
25
C6H17NO, DFT ωB97M-V/def2-TZVPD
C -1.381 2.266 0.948
C -2.228 1.055 0.446
C -1.355 -0.035 -0.198
N -0.657 -0.992 0.698
C -0.146 -2.093 -0.181
C 1.420 -2.064 -0.310
C 2.136 -0.872 -0.989
H -1.519 2.570 1.988
H -0.364 1.893 0.860
H -1.488 3.179 0.339
H -2.902 0.676 1.227
H -2.912 1.402 -0.335
H -2.003 -0.526 -0.935
H -0.509 0.340 -0.793
H -0.008 -0.598 1.357
H -0.287 -3.114 0.171
H -0.555 -1.894 -1.168
H 1.677 -2.889 -1.051
H 1.896 -2.314 0.662
H 1.430 -0.591 -1.780
H 3.088 -1.372 -1.289
H 2.453 0.024 -0.385
O 1.510 2.021 -0.285
H 1.949 2.871 -0.407
H 2.162 1.592 0.278
```

***

A structure of composition C38H41N7O4PSSn. Source: the Open Molecules 2025 dataset; level of theory: ωB97M-V/def2-TZVPD.

Summary:
molecular weight: 841.54 g/mol
ΔE to the lowest compared entry with this formula, charge and spin: 0.0 kcal per mole
LUMO level: 0.08007 Ha
electronic energy: -84648.3167 eV
total charge: -1
HOMO: -3.27 eV
HOMO-LUMO gap: 5.44 eV

The geometry in XYZ format:
```
93
C38H41N7O4PSSn, DFT ωB97M-V/def2-TZVPD
Sn 0.268 -0.308 -0.091
N 4.334 2.678 -1.517
C 3.989 1.373 -1.185
S 3.985 0.226 -2.437
N 3.880 1.188 0.111
N 3.355 0.068 0.577
C 3.641 -0.244 1.792
C 3.085 -1.419 2.424
C 3.437 -1.721 3.752
C 2.935 -2.856 4.351
C 2.092 -3.685 3.619
C 1.792 -3.313 2.318
N 2.261 -2.223 1.728
H 4.093 2.936 -2.458
H 4.087 3.351 -0.805
H 4.341 0.361 2.375
H 4.101 -1.054 4.286
H 3.193 -3.098 5.375
H 1.677 -4.585 4.052
H 1.136 -3.925 1.707
C 2.806 2.290 4.594
C 2.017 1.213 4.970
C 0.883 0.890 4.239
C 0.535 1.646 3.126
C 1.340 2.720 2.744
C 2.464 3.050 3.483
P -0.863 1.268 2.019
C -2.200 2.315 2.700
C -2.017 3.334 3.631
C -3.079 4.155 3.989
C -4.328 3.975 3.417
C -4.522 2.956 2.492
C -3.466 2.140 2.132
C -1.414 -0.405 2.465
C -2.218 -0.707 3.561
C -2.629 -2.016 3.760
C -2.253 -2.994 2.847
C -1.474 -2.667 1.745
C -1.017 -1.367 1.519
H 3.696 2.533 5.162
H 2.290 0.618 5.833
H 0.268 0.046 4.526
H 1.081 3.275 1.849
H 3.086 3.883 3.182
H -1.044 3.476 4.083
H -2.925 4.943 4.716
H -5.147 4.630 3.687
H -5.500 2.811 2.049
H -3.602 1.346 1.406
H -2.528 0.074 4.248
H -3.250 -2.271 4.611
H -2.589 -4.015 2.999
H -1.227 -3.446 1.027
O -4.021 -5.901 -4.268
C -2.973 -5.664 -5.175
N -1.733 -5.290 -4.535
C -1.678 -4.050 -3.938
O -2.579 -3.245 -4.099
C -0.480 -3.768 -3.111
C 0.748 -4.417 -3.236
C 1.787 -4.043 -2.402
C 1.592 -3.024 -1.483
N 0.421 -2.399 -1.369
C -0.584 -2.764 -2.152
H -4.210 -5.062 -3.829
H -3.232 -4.859 -5.866
H -2.819 -6.589 -5.726
H -1.186 -6.025 -4.118
H 0.897 -5.181 -3.989
H 2.754 -4.520 -2.483
H 2.374 -2.676 -0.817
H -1.525 -2.247 -2.016
C -1.708 0.200 -1.188
H -1.894 1.275 -1.104
H -2.574 -0.316 -0.761
H -1.668 -0.038 -2.255
O 0.721 1.144 -2.794
C 0.802 2.377 -2.330
O 0.877 2.660 -1.163
C 0.746 3.460 -3.413
N 0.873 2.869 -4.745
C 0.089 3.681 -5.666
C -1.169 3.983 -4.855
C -0.641 4.151 -3.418
H 1.523 4.200 -3.193
H 0.670 1.185 -3.767
H 1.838 2.764 -5.032
H -0.113 3.123 -6.582
H 0.592 4.622 -5.936
H -1.865 3.147 -4.916
H -1.671 4.882 -5.209
H -1.305 3.698 -2.684
H -0.535 5.205 -3.166
```

***

A structure of composition C24H24N9PTl. Source: the Open Molecules 2025 dataset; level of theory: ωB97M-V/def2-TZVPD.

Summary:
molecular weight: 673.88 g/mol
ΔE to the lowest compared entry with this formula, charge and spin: 34.4 kcal per mole
LUMO level (alpha / beta): -0.50002 / -0.49874 Ha
electronic energy: -52641.1344 eV
total charge: +3
HOMO (alpha / beta): -15.62 / -15.62 eV
HOMO-LUMO gap (alpha / beta): 2.01 / 2.05 eV

The geometry in XYZ format:
```
59
C24H24N9PTl, DFT ωB97M-V/def2-TZVPD
Tl 2.344 0.964 -3.198
C 5.262 -2.702 -1.931
C 4.603 -1.644 -2.549
N 3.756 -0.874 -1.876
C 3.551 -1.140 -0.583
C 4.172 -2.238 0.003
N 5.023 -3.009 -0.665
C 2.673 -0.210 0.188
C 2.728 -0.186 1.576
C 1.968 0.733 2.291
C 1.136 1.577 1.555
C 1.115 1.482 0.175
N 1.879 0.616 -0.508
C 0.213 2.362 -0.628
C -0.933 2.949 -0.090
N -1.788 3.644 -0.834
C -1.470 3.842 -2.110
C -0.306 3.305 -2.648
N 0.500 2.542 -1.918
C 2.064 0.837 3.762
C 3.288 0.694 4.403
C 3.333 0.836 5.784
N 2.261 1.093 6.527
C 1.091 1.223 5.909
C 0.940 1.109 4.535
H 5.981 -3.309 -2.466
H 4.767 -1.416 -3.596
H 3.979 -2.528 1.028
H 3.378 -0.862 2.112
H 0.568 2.340 2.070
H -1.188 2.850 0.959
H -2.154 4.429 -2.711
H -0.021 3.492 -3.678
H 4.199 0.510 3.848
H 4.274 0.745 6.313
H 0.235 1.430 6.540
H -0.042 1.207 4.089
C -4.537 -1.986 -2.361
N -3.272 -2.548 -1.848
C -3.232 -2.539 -0.369
N -3.286 -1.128 -0.002
C -4.528 -0.487 -0.424
N -4.485 -0.591 -1.895
C -3.571 0.247 -2.580
P -1.758 -0.283 -2.202
C -2.103 -2.167 -2.532
C -2.092 -0.390 -0.366
H -5.388 -2.504 -1.922
H -4.577 -2.040 -3.447
H -2.308 -2.997 -0.022
H -4.088 -3.077 0.034
H -4.558 0.556 -0.119
H -5.393 -1.017 -0.030
H -3.671 1.285 -2.250
H -3.710 0.186 -3.663
H -1.230 -2.719 -2.176
H -2.209 -2.289 -3.612
H -2.173 0.636 0.002
H -1.213 -0.841 0.106
```

***

An isolated molecule of C4H7NS2. Source: the Open Molecules 2025 dataset; level of theory: ωB97M-V/def2-TZVPD.

Summary:
molecular weight: 133.24 g/mol
ΔE to the lowest compared entry with this formula, charge and spin: 91.4 kcal per mole
LUMO level (alpha / beta): -0.01318 / 0.00253 Ha
electronic energy: -27417.8838 eV
HOMO (alpha / beta): -7.52 / -7.81 eV
HOMO-LUMO gap (alpha / beta): 7.17 / 7.88 eV

The geometry in XYZ format:
```
14
C4H7NS2, DFT ωB97M-V/def2-TZVPD
C 0.298 -1.552 0.548
C -0.659 -0.721 0.301
C 1.762 0.220 -0.913
C -2.036 -0.281 0.392
N 0.670 1.021 -0.629
S 2.003 -1.270 0.221
S 0.815 2.198 0.532
H 0.194 -2.526 1.007
H 1.627 -0.228 -1.900
H 2.726 0.738 -0.855
H -2.703 -1.147 0.446
H -2.310 0.318 -0.476
H -2.179 0.325 1.285
H -0.208 2.905 0.039
```

***

A cluster of 6 separate species, C22H59N3O8 in total. Source: the Open Molecules 2025 dataset; level of theory: ωB97M-V/def2-TZVPD.

Summary:
molecular weight: 493.73 g/mol
ΔE to the lowest compared entry with this formula, charge and spin: 37.1 kcal per mole
SMILES: COC[C@H](C)N.COCCNCCOC.COCCNCCOC.CCO.CCO.CCO
LUMO level: 0.01616 Ha
electronic energy: -44613.5070 eV
HOMO: -8.51 eV
HOMO-LUMO gap: 8.95 eV

The geometry in XYZ format:
```
92
C22H59N3O8, DFT ωB97M-V/def2-TZVPD
C 13.685 -16.161 8.271
O 14.791 -17.110 8.415
C 15.795 -16.710 7.488
C 16.875 -17.767 7.572
C 18.097 -17.522 6.655
N 16.344 -19.005 7.099
H 13.550 -15.798 7.252
H 13.950 -15.286 8.864
H 12.731 -16.542 8.634
H 15.497 -16.683 6.440
H 16.228 -15.733 7.702
H 17.226 -17.884 8.597
H 17.976 -17.233 5.611
H 18.729 -18.409 6.610
H 18.545 -16.703 7.217
H 16.081 -18.850 6.137
H 15.477 -19.181 7.586
C 22.100 -13.829 0.336
O 23.198 -13.090 0.022
C 24.140 -13.082 1.091
C 25.143 -11.970 0.698
N 25.746 -11.239 1.743
C 26.188 -9.931 1.249
C 26.604 -9.163 2.571
O 27.228 -7.950 2.222
C 28.617 -7.947 2.023
H 21.697 -13.746 1.346
H 22.328 -14.895 0.329
H 21.335 -13.509 -0.372
H 24.607 -14.066 1.053
H 23.718 -12.876 2.075
H 24.730 -11.302 -0.058
H 25.888 -12.550 0.153
H 25.107 -11.145 2.519
H 25.376 -9.426 0.726
H 27.016 -10.012 0.545
H 27.187 -9.798 3.237
H 25.644 -9.060 3.078
H 29.056 -8.229 2.980
H 28.909 -6.912 1.845
H 28.917 -8.514 1.142
C 17.665 -23.307 8.437
O 18.743 -22.461 8.082
C 18.886 -21.136 8.742
C 19.968 -20.334 8.134
N 21.323 -20.856 8.257
C 22.266 -20.010 7.517
C 21.936 -19.810 6.066
O 20.937 -18.857 5.745
C 20.856 -18.431 4.397
H 16.660 -22.887 8.425
H 17.839 -23.970 9.285
H 17.696 -24.057 7.647
H 19.129 -21.321 9.789
H 18.021 -20.476 8.676
H 19.982 -19.462 8.789
H 19.696 -20.157 7.093
H 21.364 -21.807 7.919
H 23.254 -20.465 7.575
H 22.219 -19.052 8.035
H 21.597 -20.717 5.565
H 22.815 -19.625 5.450
H 19.827 -18.394 4.040
H 21.490 -18.878 3.630
H 21.247 -17.417 4.483
C 19.296 -13.121 4.252
C 18.869 -14.559 4.283
O 18.192 -14.947 3.160
H 19.759 -12.971 5.228
H 18.446 -12.470 4.046
H 19.988 -12.966 3.424
H 18.268 -14.733 5.176
H 19.788 -15.120 4.449
H 17.302 -14.592 3.120
C 21.353 -10.525 3.952
C 22.311 -10.947 5.013
O 23.584 -11.132 4.562
H 20.421 -10.474 4.514
H 21.531 -11.094 3.039
H 21.526 -9.482 3.686
H 22.000 -11.809 5.603
H 22.353 -10.315 5.900
H 24.150 -11.521 5.233
C 13.955 -13.423 4.480
C 15.324 -13.209 3.921
O 15.446 -14.333 3.093
H 13.659 -12.769 5.300
H 13.953 -14.465 4.800
H 13.250 -13.452 3.650
H 16.059 -12.967 4.688
H 15.124 -12.349 3.281
H 15.003 -14.291 2.243
```

***

A cluster of 2 separate species, CH6NO2 in total. Source: the Open Molecules 2025 dataset; level of theory: ωB97M-V/def2-TZVPD.

Summary:
molecular weight: 64.06 g/mol
ΔE to the lowest compared entry with this formula, charge and spin: 5.2 kcal per mole
LUMO level: 0.17444 Ha
electronic energy: -6719.6051 eV
total charge: -1
HOMO: -2.99 eV
HOMO-LUMO gap: 7.73 eV

The geometry in XYZ format:
```
10
CH6NO2, DFT ωB97M-V/def2-TZVPD
N 0.006 0.578 -1.370
C 1.038 0.310 -0.309
O 0.576 0.524 0.934
H -0.888 0.363 -0.940
H 0.101 -0.170 -2.038
H 1.900 0.981 -0.505
H 1.421 -0.716 -0.491
H -0.747 -0.273 1.165
H -1.804 -0.731 2.233
O -1.603 -0.866 1.321
```

***

Copy entry 2 word for word.
A structure of composition C17H10BrClNO4S2Tl. Source: the Open Molecules 2025 dataset; level of theory: ωB97M-V/def2-TZVPD.

Summary:
molecular weight: 676.14 g/mol
ΔE to the lowest compared entry with this formula, charge and spin: 51.4 kcal per mole
LUMO level: 0.16150 Ha
electronic energy: -136393.1714 eV
total charge: -2
HOMO: -1.94 eV
HOMO-LUMO gap: 6.34 eV

The geometry in XYZ format:
```
37
C17H10BrClNO4S2Tl, DFT ωB97M-V/def2-TZVPD
Tl -0.627 1.772 -3.099
Br -2.641 3.932 -2.996
C -3.157 -2.330 0.716
C -3.788 -3.458 1.204
C -3.435 -4.788 0.904
C -2.350 -5.326 0.253
C -1.184 -4.586 -0.214
C 0.122 -5.210 0.241
C 1.155 -4.697 0.906
C 1.439 -3.479 1.666
C 0.982 -2.335 2.126
C -2.606 -1.295 0.315
H -4.638 -3.297 1.857
H -4.123 -5.523 1.319
H -2.266 -6.404 0.172
H 0.217 -6.257 -0.037
H 1.990 -5.379 1.032
H 2.389 -3.539 2.208
S 2.844 1.508 -3.505
C 2.505 2.764 -2.422
N 1.336 3.309 -2.166
C 1.414 4.364 -1.279
C 0.333 5.132 -0.849
C 0.561 6.165 0.045
C 1.843 6.445 0.521
C 2.925 5.684 0.103
C 2.703 4.650 -0.795
S 3.827 3.535 -1.509
H -0.661 4.904 -1.216
H -0.278 6.761 0.385
H 1.996 7.256 1.224
H 3.923 5.890 0.471
O -0.499 -0.690 -0.972
Cl -0.943 -0.881 0.408
O -1.159 -3.605 -0.929
O 0.800 -1.369 2.730
O -0.949 0.377 1.182
```

***

> Among the records above, which one has the highest molecular weight?

C38H41N7O4PSSn